C5H9N3O | wB97M-V/def2-TZVPD

The net charge is 0. The calculation puts the orbital gap at 8.26 eV. As for the energy relative to the best compared isomer or geometry (same formula, charge and spin): 22.21 kcal/mol. Its LUMO energy is 0.7 eV. The structure (SMILES) is Cc1c(N)[nH]c(=O)n1C. The value obtained for the total energy is -11848.445 eV.

XYZ file:
```
18
Properties=species:S:1:pos:R:3:lowdin_charge:R:1
C 0.48706 -0.62104 1.28368 -0.038
C -0.22258 0.08774 0.14791 -0.176
C -1.52391 0.26221 -0.14954 -0.371
N -2.64266 -0.04939 0.63132 0.086
N -1.68238 0.96921 -1.29991 0.182
C -0.38477 1.03799 -1.93171 -0.508
O -0.16227 1.49345 -3.03320 0.051
N 0.49324 0.56369 -1.03451 -0.027
C 1.81703 0.10545 -1.48881 0.001
H 0.33981 -0.16987 2.32778 0.097
H 1.59886 -0.64120 1.13184 0.063
H 0.08114 -1.65736 1.26646 0.087
H -2.99158 0.65255 1.32888 0.109
H -3.45100 -0.08422 0.01519 0.074
H -2.47983 1.08778 -1.80609 0.111
H 2.24578 -0.41826 -0.59181 0.083
H 1.80385 -0.59476 -2.25436 0.060
H 2.31741 1.02274 -1.91693 0.115
```